Model i:
{
  "formula": "C5H10NO2",
  "method": "ωB97M-V/def2-TZVPD",
  "homo_ev": -2.87,
  "charge": -1,
  "gap_ev": 6.8,
  "elements": ["C", "C", "C", "C", "C", "N", "O", "O", "H", "H", "H", "H", "H", "H", "H", "H", "H", "H"],
  "coordinates": [[0.940, 0.769, -0.893], [-0.045, 0.460, 1.407], [-0.726, -1.038, -0.542], [2.197, -0.156, -0.824], [-0.342, 0.419, -0.068], [2.803, -0.219, 0.348], [3.851, -1.082, 0.419], [1.402, 2.107, -0.343], [0.793, 1.076, -1.859], [0.833, -0.076, 1.754], [-0.845, 0.146, 2.086], [0.201, 1.446, 1.668], [0.103, -1.662, -0.317], [-1.647, -1.443, 0.173], [-1.084, -1.203, -1.589], [2.607, -0.866, -1.597], [-1.077, 1.178, -0.406], [2.067, 1.768, 0.208]]
}

---

Model ii:
{
  "formula": "C5H10NO2",
  "method": "ωB97M-V/def2-TZVPD",
  "homo_ev": -4.04,
  "charge": -1,
  "gap_ev": 7.9,
  "elements": ["O", "C", "N", "C", "O", "C", "C", "C", "H", "H", "H", "H", "H", "H", "H", "H", "H", "H"],
  "coordinates": [[-1.067, -0.337, 1.353], [-0.152, -0.548, 0.551], [0.899, -1.316, 0.674], [0.374, -3.228, 1.624], [0.548, -4.243, 0.933], [-0.313, 0.202, -0.852], [-0.848, 1.633, -0.726], [0.190, 2.713, -0.795], [1.631, -1.432, -0.005], [1.238, -2.938, 2.241], [-0.641, -2.835, 1.672], [0.617, 0.227, -1.419], [-0.982, -0.340, -1.532], [-1.416, 1.608, 0.240], [-1.616, 1.807, -1.477], [1.083, 2.440, -0.220], [0.570, 2.878, -1.822], [-0.115, 3.710, -0.442]]
}

---

The most stable of them is model ii.

---

Model i:
{
  "formula": "C3H3NO2",
  "method": "ωB97M-V/def2-TZVPD",
  "homo_ev": -9.10,
  "gap_ev": 9.3,
  "elements": ["O", "C", "C", "O", "C", "N", "H", "H", "H"],
  "coordinates": [[-0.957, -1.199, -1.001], [0.204, -0.974, -0.289], [1.127, -0.186, -0.811], [1.847, 0.626, -1.255], [-0.477, 1.165, 1.321], [-1.622, 1.139, 1.174], [-1.446, -0.365, -1.064], [0.342, -1.464, 0.670], [0.585, 1.210, 1.454]]
}

---

Model ii:
{
  "formula": "C3H3NO2",
  "method": "ωB97M-V/def2-TZVPD",
  "homo_ev": -11.36,
  "gap_ev": 11.7,
  "elements": ["C", "C", "C", "H", "H", "H", "N", "O", "O"],
  "coordinates": [[0.223, 0.376, -1.370], [-0.289, -0.692, 0.522], [-0.031, 0.679, 1.296], [-0.137, 0.737, -2.266], [0.607, -1.335, 0.327], [-1.296, -1.100, 1.063], [0.366, 1.471, 1.950], [1.346, -0.006, -0.888], [-0.789, -0.131, -0.634]]
}

---

Model iii:
{
  "formula": "C3H3NO2",
  "method": "ωB97M-V/def2-TZVPD",
  "homo_ev": [-10.07, -10.05],
  "gap_ev": [8.4, 8.4],
  "elements": ["C", "C", "C", "N", "O", "O", "H", "H", "H"],
  "coordinates": [[-1.766, 1.875, -0.176], [-0.782, 1.108, -0.861], [0.040, 0.075, -0.009], [-2.309, 2.758, 0.296], [-0.350, 2.208, -3.109], [-0.249, 1.405, -2.005], [0.715, -0.209, -0.674], [-0.478, -0.720, 0.436], [0.495, 0.526, 0.962]]
}

---

Model iv:
{
  "formula": "C3H3NO2",
  "method": "ωB97M-V/def2-TZVPD",
  "homo_ev": -9.57,
  "gap_ev": 8.9,
  "elements": ["O", "C", "N", "O", "C", "C", "H", "H", "H"],
  "coordinates": [[2.151, -0.078, -0.015], [0.937, -0.371, 0.291], [0.352, -1.539, 0.486], [-1.034, -1.263, 0.269], [-1.225, -0.037, -0.101], [-0.041, 0.691, -0.083], [1.102, 0.614, -0.772], [-2.257, 0.246, -0.280], [0.016, 1.736, 0.206]]
}

---

The most stable of them is model i.

---

Model i:
{
  "formula": "C3H3NO2",
  "method": "ωB97M-V/def2-TZVPD",
  "homo_ev": -9.33,
  "gap_ev": 8.5,
  "elements": ["O", "C", "O", "C", "C", "N", "H", "H", "H"],
  "coordinates": [[-1.472, 0.478, 0.732], [-0.957, -0.514, 1.354], [-0.050, -0.937, 0.564], [-0.435, 0.213, -0.301], [2.495, 0.118, -1.786], [1.837, 0.845, -1.126], [-1.212, -0.880, 2.341], [-0.902, -0.181, -1.204], [0.696, 0.858, -0.573]]
}

---

Model ii:
{
  "formula": "C3H3NO2",
  "method": "ωB97M-V/def2-TZVPD",
  "homo_ev": -9.79,
  "gap_ev": 10.1,
  "elements": ["C", "C", "C", "N", "O", "O", "H", "H", "H"],
  "coordinates": [[1.355, -0.630, -0.290], [1.412, 0.631, 0.379], [-1.519, 0.017, 0.019], [0.231, 0.003, 0.069], [1.766, -1.593, -0.832], [1.867, 1.644, 0.846], [-1.602, -1.089, -0.245], [-1.911, 0.363, 0.933], [-1.600, 0.654, -0.879]]
}

---

Model iii:
{
  "formula": "C3H3NO2",
  "method": "ωB97M-V/def2-TZVPD",
  "homo_ev": -8.94,
  "gap_ev": 9.5,
  "elements": ["C", "C", "C", "H", "H", "H", "N", "O", "O"],
  "coordinates": [[0.647, -0.129, -0.012], [-0.169, 0.903, 0.019], [-1.388, -0.739, -0.064], [2.416, 0.536, 0.249], [0.053, 1.981, -0.040], [-2.017, -1.551, -0.050], [-1.437, 0.551, -0.046], [2.004, -0.301, -0.099], [-0.110, -1.251, 0.043]]
}

---

The most stable of them is model iii.

---

Model i:
{
  "formula": "C4H10N3O",
  "method": "ωB97M-V/def2-TZVPD",
  "homo_ev": -12.90,
  "charge": 1,
  "gap_ev": 9.1,
  "elements": ["C", "C", "C", "C", "N", "N", "N", "O", "H", "H", "H", "H", "H", "H", "H", "H", "H", "H"],
  "coordinates": [[1.648, -1.211, 0.022], [0.118, -1.083, 0.175], [0.822, 1.049, 0.338], [-1.549, 0.785, -0.184], [3.253, 0.723, -0.014], [2.101, 0.177, -0.033], [-0.205, 0.256, -0.336], [4.255, 0.066, -0.124], [2.010, -1.768, 0.906], [1.813, -1.737, -0.921], [-0.553, -1.801, -0.325], [-0.219, -0.816, 1.180], [0.872, 1.267, 1.507], [0.930, 2.064, -0.142], [-1.735, 0.779, 0.851], [-1.533, 1.914, -0.535], [-2.255, 0.222, -0.702], [-0.005, 0.421, -1.408]]
}

---

Model ii:
{
  "formula": "C4H10N3O",
  "method": "ωB97M-V/def2-TZVPD",
  "homo_ev": -14.66,
  "charge": 1,
  "gap_ev": 11.4,
  "elements": ["C", "C", "C", "C", "N", "N", "N", "O", "H", "H", "H", "H", "H", "H", "H", "H", "H", "H"],
  "coordinates": [[-1.502, 0.337, 0.428], [0.683, 0.014, -1.218], [1.970, -0.202, 0.692], [-2.402, -0.509, -0.445], [1.443, -0.915, -0.394], [-0.070, 0.850, -0.257], [0.835, 1.015, 0.807], [-1.550, 0.698, 1.569], [1.372, 0.592, -1.814], [0.021, -0.342, -1.884], [1.968, -0.657, 1.696], [2.909, 0.315, 0.387], [-2.316, -1.504, -0.060], [-2.244, -0.579, -1.476], [-3.423, -0.281, -0.360], [0.926, -1.725, -0.073], [0.172, 0.928, 1.616], [1.208, 1.967, 0.788]]
}

---

The most stable of them is model ii.

---

Model i:
{
  "formula": "C4H10N3O",
  "method": "ωB97M-V/def2-TZVPD",
  "homo_ev": -13.33,
  "charge": 1,
  "gap_ev": 9.9,
  "elements": ["C", "C", "C", "C", "N", "N", "N", "O", "H", "H", "H", "H", "H", "H", "H", "H", "H", "H"],
  "coordinates": [[1.201, 0.751, -0.177], [0.185, -0.431, 0.000], [-0.191, -1.134, -1.308], [-0.943, 0.048, 0.893], [2.228, 0.056, 0.391], [1.467, -1.129, 0.540], [-1.526, 1.264, 0.313], [0.899, 1.889, -0.516], [-0.304, -2.268, -1.237], [0.629, -1.140, -2.007], [-1.087, -0.630, -1.819], [-0.392, 0.117, 1.892], [-1.632, -0.698, 0.952], [3.171, 0.069, 0.036], [1.334, -1.478, 1.486], [-2.357, 1.173, -0.229], [-0.784, 1.659, -0.233], [-1.898, 1.882, 1.022]]
}

---

Model ii:
{
  "formula": "C4H10N3O",
  "method": "ωB97M-V/def2-TZVPD",
  "homo_ev": -13.74,
  "charge": 1,
  "gap_ev": 9.5,
  "elements": ["C", "C", "C", "C", "N", "N", "N", "O", "H", "H", "H", "H", "H", "H", "H", "H", "H", "H"],
  "coordinates": [[-0.139, -0.256, -1.115], [-0.083, -2.044, 1.522], [-0.526, -1.410, -1.898], [0.847, 2.334, 0.672], [0.397, 0.781, -1.210], [-0.475, -0.837, 1.140], [1.047, 1.747, -0.700], [-1.583, -0.396, 1.791], [-0.548, -2.707, 2.220], [0.648, -2.641, 0.917], [0.434, -1.991, -2.168], [-0.969, -0.967, -2.921], [-1.387, -2.060, -1.620], [0.336, 1.720, 1.404], [1.763, 2.521, 1.094], [0.307, 3.329, 0.535], [1.523, 2.279, -1.436], [-1.591, 0.600, 1.772]]
}

---

The most stable of them is model i.

---

Model i:
{
  "formula": "C37H34FN2O4ReS4SbTe",
  "method": "ωB97M-V/def2-TZVPD",
  "multiplicity": 2,
  "homo_ev": [-13.10, -12.97],
  "charge": 2,
  "gap_ev": [6.0, 5.4],
  "elements": ["Re", "C", "C", "C", "C", "C", "C", "C", "F", "C", "C", "C", "O", "C", "C", "N", "C", "C", "O", "O", "H", "H", "H", "H", "H", "H", "H", "H", "H", "H", "H", "S", "Sb", "S", "S", "S", "C", "C", "C", "C", "C", "C", "Te", "N", "C", "O", "C", "C", "C", "C", "C", "C", "C", "C", "C", "C", "C", "C", "C", "C", "C", "C", "H", "H", "H", "H", "H", "H", "H", "H", "H", "H", "H", "H", "H", "H", "H", "H", "H", "H", "H", "H", "H", "H", "H"],
  "coordinates": [[-0.682, -0.154, -0.621], [-5.884, 4.635, 2.392], [-4.507, 5.266, 2.232], [-4.120, 6.051, 3.477], [-2.803, 6.773, 3.245], [-1.745, 5.787, 2.837], [-0.415, 6.056, 3.065], [0.573, 5.148, 2.685], [1.848, 5.453, 2.914], [0.259, 3.954, 2.104], [-1.089, 3.643, 1.891], [-1.435, 2.365, 1.329], [-0.555, 1.445, 1.132], [-2.807, 2.154, 1.070], [-3.749, 3.098, 1.387], [-3.437, 4.260, 1.953], [-2.106, 4.564, 2.229], [-3.043, 0.770, 0.584], [-3.524, -0.091, 1.330], [-2.477, 0.471, -0.544], [-6.566, 5.396, 2.764], [-5.859, 3.820, 3.119], [-6.301, 4.272, 1.453], [-4.522, 5.949, 1.378], [-4.029, 5.366, 4.325], [-4.912, 6.763, 3.699], [-2.491, 7.304, 4.144], [-2.927, 7.520, 2.456], [-0.122, 6.987, 3.534], [1.026, 3.256, 1.803], [-4.788, 2.916, 1.164], [-0.442, -0.176, -5.875], [0.644, -0.508, -3.865], [-0.778, -1.768, -2.211], [0.265, 1.260, -2.142], [2.803, -1.194, -3.856], [-4.396, -6.111, 4.560], [-3.580, -4.998, 3.980], [-2.697, -4.272, 4.770], [-1.953, -3.213, 4.271], [-0.948, -2.549, 5.176], [-2.146, -2.867, 2.924], [-1.367, -1.114, 2.069], [0.788, -0.797, 0.190], [1.366, -1.127, 1.320], [0.634, -1.536, 2.335], [2.805, -1.071, 1.458], [3.558, -0.538, 0.399], [4.921, -0.387, 0.545], [5.539, -0.783, 1.727], [4.798, -1.334, 2.768], [3.432, -1.479, 2.642], [-1.613, 0.114, 3.791], [-2.947, 0.101, 4.205], [-3.347, 0.890, 5.268], [-2.409, 1.679, 5.919], [-1.084, 1.657, 5.516], [-0.645, 0.872, 4.451], [0.826, 0.808, 4.149], [-2.967, -3.640, 2.068], [-3.078, -3.361, 0.588], [-3.676, -4.686, 2.624], [-4.020, -6.420, 5.532], [-4.410, -6.975, 3.897], [-5.430, -5.781, 4.685], [-2.561, -4.548, 5.809], [-0.421, -3.312, 5.749], [-1.440, -1.885, 5.890], [-0.208, -1.983, 4.617], [3.058, -0.253, -0.519], [5.502, 0.042, -0.260], [6.610, -0.675, 1.832], [5.292, -1.642, 3.680], [2.840, -1.912, 3.438], [-3.669, -0.527, 3.704], [-4.379, 0.873, 5.593], [-2.705, 2.290, 6.762], [-0.351, 2.248, 6.052], [1.276, -0.035, 4.680], [1.325, 1.712, 4.494], [1.021, 0.682, 3.088], [-2.095, -3.205, 0.142], [-3.705, -2.487, 0.404], [-3.532, -4.205, 0.073], [-4.316, -5.285, 1.987]]
}

---

Model ii:
{
  "formula": "C37H34FN2O4ReS4SbTe",
  "method": "ωB97M-V/def2-TZVPD",
  "multiplicity": 2,
  "homo_ev": [-13.53, -13.70],
  "charge": 2,
  "gap_ev": [6.7, 6.1],
  "elements": ["Re", "C", "C", "C", "C", "C", "C", "C", "F", "C", "C", "C", "O", "C", "C", "N", "C", "C", "O", "O", "H", "H", "H", "H", "H", "H", "H", "H", "H", "H", "H", "S", "Sb", "S", "S", "S", "C", "C", "C", "C", "C", "C", "Te", "N", "C", "O", "C", "C", "C", "C", "C", "C", "C", "C", "C", "C", "C", "C", "C", "C", "C", "C", "H", "H", "H", "H", "H", "H", "H", "H", "H", "H", "H", "H", "H", "H", "H", "H", "H", "H", "H", "H", "H", "H", "H"],
  "coordinates": [[1.189, -1.076, 1.587], [-5.899, -3.312, 1.936], [-5.773, -2.007, 1.168], [-6.645, -0.916, 1.766], [-6.572, 0.343, 0.921], [-5.143, 0.772, 0.750], [-4.826, 2.087, 0.498], [-3.499, 2.486, 0.355], [-3.249, 3.775, 0.110], [-2.460, 1.609, 0.467], [-2.759, 0.265, 0.727], [-1.681, -0.677, 0.871], [-0.471, -0.239, 0.730], [-2.013, -2.009, 1.117], [-3.350, -2.364, 1.216], [-4.352, -1.512, 1.110], [-4.092, -0.162, 0.862], [-1.019, -3.106, 1.209], [-1.324, -4.260, 1.263], [0.277, -2.725, 1.207], [-6.959, -3.519, 2.072], [-5.445, -3.237, 2.926], [-5.479, -4.167, 1.408], [-6.061, -2.162, 0.125], [-6.325, -0.717, 2.793], [-7.669, -1.285, 1.814], [-7.144, 1.153, 1.375], [-7.016, 0.157, -0.061], [-5.607, 2.834, 0.417], [-1.434, 1.936, 0.356], [-3.589, -3.403, 1.386], [4.039, -6.101, 0.276], [4.420, -5.335, 2.262], [4.646, -1.866, 1.327], [2.987, -2.462, 2.355], [6.019, -3.251, 1.593], [6.331, -2.358, -4.453], [5.382, -1.743, -3.467], [4.409, -2.496, -2.832], [3.512, -1.944, -1.920], [2.468, -2.863, -1.362], [3.635, -0.585, -1.624], [2.526, 0.479, -0.159], [1.188, 0.121, 2.792], [0.243, 1.033, 3.405], [-0.735, 0.572, 3.917], [0.557, 2.446, 3.149], [1.831, 2.854, 2.755], [2.069, 4.194, 2.500], [1.036, 5.116, 2.618], [-0.235, 4.707, 3.004], [-0.477, 3.373, 3.279], [1.021, 1.458, -1.265], [0.923, 2.813, -0.955], [-0.028, 3.599, -1.587], [-0.867, 3.023, -2.527], [-0.760, 1.672, -2.828], [0.179, 0.854, -2.205], [0.268, -0.600, -2.566], [4.608, 0.219, -2.257], [4.754, 1.698, -2.004], [5.453, -0.382, -3.174], [6.152, -3.426, -4.565], [7.364, -2.214, -4.134], [6.225, -1.888, -5.431], [4.324, -3.553, -3.061], [1.916, -3.343, -2.172], [1.734, -2.353, -0.751], [2.916, -3.654, -0.756], [2.636, 2.133, 2.678], [3.061, 4.523, 2.219], [1.226, 6.163, 2.420], [-1.032, 5.433, 3.100], [-1.456, 3.034, 3.593], [1.583, 3.260, -0.220], [-0.105, 4.652, -1.350], [-1.609, 3.626, -3.033], [-1.417, 1.238, -3.572], [-0.483, -0.858, -3.311], [0.108, -1.233, -1.692], [1.247, -0.844, -2.980], [4.939, 1.922, -0.952], [3.863, 2.249, -2.316], [5.595, 2.094, -2.569], [6.199, 0.228, -3.672]]
}

---

The most stable of them is model ii.